Entry 1:
ORCA calculation (wB97M-V/def2-TZVPD) on CH5N3O in the gas phase in a non-equilibrium geometry.

Computed properties:
Electronic energy: -280.48257 Ha
Structure (SMILES): N/N=C/NO
HOMO-LUMO gap: 9.26 eV
LUMO: 1.03 eV

ORCA input file:
```
! RIJCOSX wB97M-V def2-TZVPD def2/J DEFGRID3
* xyz 0 1
C -0.0604 0.5981 0.0422
H -2.7561 -0.9107 0.2176
H -2.4170 0.8319 0.3769
H -0.3803 1.5892 -0.1399
H 1.8593 1.2108 0.4872
H 1.2332 -1.3793 -0.4777
N -2.1913 -0.0918 -0.0727
N -0.8177 -0.4525 0.0091
N 1.3207 0.6106 -0.1662
O 1.8302 -0.6743 0.1114
*
```

***

Entry 2:
ORCA calculation (wB97M-V/def2-TZVPD) on CH5N3O in the gas phase in a non-equilibrium geometry.

Computed properties:
Electronic energy: -280.48689 Ha
Structure (SMILES): N/N=C\NO
HOMO-LUMO gap: 9.54 eV
LUMO: 0.65 eV

ORCA input file:
```
! RIJCOSX wB97M-V def2-TZVPD def2/J DEFGRID3
* xyz 0 1
C 0.0592 0.7740 -0.1319
H -1.2241 -1.2304 -0.5449
H -2.7328 -0.4546 -0.2374
H 0.5791 1.7637 -0.1809
H 0.5497 -1.0382 0.4587
H 2.5307 0.5196 0.7625
N -1.7654 -0.5709 0.0999
N -1.1786 0.7613 0.0096
N 0.9220 -0.3516 -0.1792
O 2.2601 -0.1729 -0.0565
*
```

***

Entry 3:
ORCA calculation (wB97M-V/def2-TZVPD) on CH5N3O2 in the gas phase in a non-equilibrium geometry.

Computed properties:
Electronic energy: -355.62775 Ha
Structure (SMILES): C=NN(O)NO
HOMO-LUMO gap: 9.66 eV
LUMO: 0.49 eV

ORCA input file:
```
! RIJCOSX wB97M-V def2-TZVPD def2/J DEFGRID3
* xyz 0 1
C 0.1328 -0.9466 1.6611
N 0.3171 -0.6512 0.4400
H 0.8506 -0.5326 -1.1887
H -0.7495 -0.6237 2.2026
H 0.8487 -1.5984 2.1338
O 1.1140 1.4466 -1.6393
O -1.7330 0.3309 -0.2067
N 0.2065 0.3944 -1.4371
N -0.3375 0.4245 -0.1406
H 1.3198 1.9981 -0.8695
H -1.9696 -0.2420 -0.9557
*
```

***

Entry 4:
ORCA calculation (wB97M-V/def2-TZVPD) on CH5N3O2 in the gas phase in a non-equilibrium geometry.

Computed properties:
Electronic energy: -355.64283 Ha
Structure (SMILES): N=C(NO)NO
HOMO-LUMO gap: 9.71 eV
LUMO: 0.50 eV

ORCA input file:
```
! RIJCOSX wB97M-V def2-TZVPD def2/J DEFGRID3
* xyz 0 1
C 0.3520 0.6611 -0.4043
H 0.0227 -2.0372 0.4718
H 1.8269 -0.9221 -0.5505
H 1.2457 1.3514 -1.6235
H -1.1192 1.6416 0.6783
H -1.5708 -0.9296 1.1915
N 0.7385 -0.7207 -0.4823
N 0.5401 1.7126 -1.0860
N -0.6111 0.6540 0.5103
O 0.4710 -1.2663 0.8248
O -1.8959 -0.1448 0.4699
*
```

***

Entry 5:
ORCA calculation (wB97M-V/def2-TZVPD) on a 2-piece molecular cluster, CH5N3O2 overall in a non-equilibrium geometry.

Computed properties:
Electronic energy: -355.54604 Ha
HOMO-LUMO gap (spin up / spin down): 6.91 / 8.39 eV
LUMO (spin up / spin down): 0.24 / -1.19 eV

ORCA input file:
```
! RIJCOSX wB97M-V def2-TZVPD def2/J DEFGRID3
* xyz 0 3
C 0.6433 -0.8399 -0.6233
N 0.4144 1.4987 2.8868
N 0.6202 0.7140 2.0250
N -0.5496 -0.8968 -1.1823
O -0.7264 -0.5282 -2.5080
O -1.6288 -1.1792 -0.5529
H 0.8135 -1.3134 0.3566
H 1.4947 -0.6231 -1.2403
H -0.0378 2.3999 2.5533
H -1.5468 -0.1270 -2.6379
H 0.5033 0.8950 0.9229
*
```

***

Entry 6:
ORCA calculation (wB97M-V/def2-TZVPD) on CH5N3S in the gas phase in a non-equilibrium geometry.

Computed properties:
Electronic energy: -603.53353 Ha
Structure (SMILES): [H]/N=C(\N)NS
HOMO-LUMO gap: 9.94 eV
LUMO: 0.75 eV

ORCA input file:
```
! RIJCOSX wB97M-V def2-TZVPD def2/J DEFGRID3
* xyz 0 1
C 0.0837 0.0279 -0.2219
H -0.1419 1.1473 -1.9640
H -1.5147 0.8984 -1.2804
H 1.6366 -0.1646 -1.3180
H -0.6493 0.7073 1.4029
H 0.9931 -1.4928 1.8978
N -0.5367 0.9671 -1.0795
N 1.2743 -0.4568 -0.3688
N -0.7273 -0.1614 0.9162
S -0.4179 -1.4724 2.0158
*
```